[1]
Density functional theory data (the ωB97M-V functional and the def2-TZVPD basis) for CH5N3O in the gas phase.

Structure (XYZ):
```
10
Properties=species:S:1:pos:R:3:forces:R:3
N -0.450881 -0.081774 -0.853626 0.229 0.341 0.010
N -0.683588 -0.203090 0.519876 -0.381 -0.559 -0.315
N 0.723897 -0.787739 -1.223693 0.114 0.026 -0.075
C -0.210213 0.627273 1.468054 0.277 0.463 -0.320
O -0.358473 0.478383 2.651971 -0.044 -0.074 0.483
H -0.402463 0.918770 -1.071714 -0.020 -0.446 0.111
H -1.105004 -1.079468 0.799774 0.003 0.194 -0.016
H 1.581158 -0.243267 -1.152964 -0.188 0.032 -0.001
H 0.610169 -1.141501 -2.165147 -0.025 0.091 0.096
H 0.295397 1.512415 1.027471 0.035 -0.067 0.026
```
Forces are in eV/Å.

The calculation puts the gap between HOMO and LUMO at 10.4 eV. The multiplicity is 1. The calculation puts the HOMO energy at -9.5613 eV. The energy relative to the best compared isomer or geometry (same formula, charge and spin) comes out at 33.6 kcal/mol. As for the charge: 0. Its SMILES is NNNC=O.



[2]
Density functional theory data (the ωB97M-V functional and the def2-TZVPD basis) for C11H22O2 in the gas phase.

Structure (XYZ):
```
35
Properties=species:S:1:pos:R:3:forces:R:3
C 2.447777 1.314367 2.139363 0.134 -0.205 -0.075
C 2.743528 0.090209 1.280297 -0.195 0.132 -0.122
C 1.479673 -0.633192 0.812721 0.230 -0.113 0.312
C 0.704997 -1.283321 1.956976 -0.025 -0.150 -0.294
C -0.476154 -2.138857 1.493788 -0.081 0.234 0.245
C -1.575996 -1.334525 0.784632 0.156 -0.274 -0.156
C -1.528521 -1.473055 -0.738094 -0.305 0.190 0.091
C -2.434028 -0.464091 -1.447815 0.165 0.021 0.040
C -1.831315 0.940201 -1.525061 -0.056 -0.180 -0.110
C -0.713304 1.030443 -2.573065 -0.057 0.106 0.190
C -0.067350 2.387376 -2.513236 -0.078 0.043 -0.406
O -0.254211 3.293980 -3.278264 -0.072 0.116 -0.115
O 0.757952 2.496595 -1.460660 0.388 -0.162 0.616
H 1.149878 3.383174 -1.427922 -0.217 -0.047 -0.235
H -1.122387 0.876306 -3.571595 0.086 0.055 0.029
H 0.048412 0.278261 -2.367940 0.024 -0.038 -0.047
H -2.611452 1.657243 -1.788214 0.029 0.060 0.053
H -1.430602 1.225052 -0.551218 -0.031 0.069 0.053
H -3.386127 -0.411839 -0.914829 -0.073 -0.039 -0.050
H -2.644202 -0.810422 -2.461814 -0.103 0.007 -0.046
H -0.503465 -1.350529 -1.085405 0.132 -0.088 -0.046
H -1.842513 -2.484906 -1.005121 0.105 -0.042 -0.007
H -1.483058 -0.284373 1.064180 -0.050 0.124 0.061
H -2.557550 -1.670554 1.126830 -0.040 0.082 -0.005
H -0.114473 -2.925542 0.828314 0.010 -0.111 -0.006
H -0.897858 -2.629042 2.374305 0.019 -0.080 -0.040
H 0.331587 -0.510939 2.631411 -0.001 0.018 0.113
H 1.389197 -1.917456 2.527672 0.049 0.049 0.080
H 0.844289 0.085008 0.293195 -0.078 0.044 -0.164
H 1.769205 -1.410279 0.099361 -0.083 0.000 -0.091
H 3.375193 -0.602454 1.840975 0.070 -0.059 -0.047
H 3.304346 0.409154 0.398541 0.080 -0.051 0.015
H 3.365808 1.857375 2.352281 0.038 0.107 0.077
H 1.997669 1.028159 3.086576 -0.067 0.054 0.114
H 1.765054 1.982474 1.618835 -0.102 0.127 -0.026
```
Forces are in eV/Å.

The calculation puts the gap between HOMO and LUMO at 11.1 eV. The multiplicity is 1. The calculation puts the HOMO energy at -10.3842 eV. The energy relative to the best compared isomer or geometry (same formula, charge and spin) comes out at 4.4 kcal/mol. As for the charge: 0. Its SMILES is CCCCCCCCCCC(=O)O.



[3]
Density functional theory data (the ωB97M-V functional and the def2-TZVPD basis) for C3H6O2 in the gas phase.

Structure (XYZ):
```
11
Properties=species:S:1:pos:R:3:forces:R:3
C 0.453932 -1.209920 0.845907 0.021 -0.123 -0.040
C 0.406039 0.169853 0.237340 0.124 0.107 0.161
O 1.082162 1.081575 0.667595 -0.266 -0.264 -0.043
C -0.533836 0.468444 -0.925686 0.025 -0.310 -0.061
O -1.130225 1.722899 -0.742712 0.078 0.156 -0.072
H 1.484387 -1.572571 0.874831 -0.095 0.069 -0.002
H -0.178610 -1.928594 0.318908 0.119 0.118 0.036
H 0.106989 -1.133150 1.883243 0.049 0.020 -0.175
H -1.316668 -0.288905 -1.039794 0.100 0.152 0.135
H 0.089357 0.437965 -1.838546 -0.102 -0.034 0.099
H -0.463528 2.252404 -0.281087 -0.054 0.110 -0.038
```
Forces are in eV/Å.

The calculation puts the gap between HOMO and LUMO at 10.9 eV. The multiplicity is 1. The calculation puts the HOMO energy at -9.9836 eV. The energy relative to the best compared isomer or geometry (same formula, charge and spin) comes out at 20.2 kcal/mol. As for the charge: 0. Its SMILES is CC(=O)CO.



[4]
Density functional theory data (the ωB97M-V functional and the def2-TZVPD basis) for 9 unconnected molecules or ions with the total composition C4H27N3O9 at a distorted geometry.

Structure (XYZ):
```
43
Properties=species:S:1:pos:R:3:forces:R:3
N 1.601695 3.189849 0.314734 -1.422 0.092 0.149
C 1.774753 1.823548 0.807960 1.839 0.914 -0.945
C 0.652115 0.981220 0.279940 -1.484 -0.662 -0.125
N -0.586966 1.099353 0.817949 2.325 0.431 0.905
C -0.835642 1.673768 2.133256 -1.482 -0.125 0.967
C -2.216395 2.334017 2.014702 0.529 -0.150 0.313
N -3.279157 1.330517 1.917350 -0.665 0.986 0.089
O 0.755868 0.217394 -0.680869 0.822 0.178 0.297
H 1.210112 3.202327 -0.611436 -0.124 0.303 0.063
H 2.252504 3.936731 0.480127 0.347 -0.394 0.197
H 1.902198 1.769860 1.880433 -0.381 0.148 0.317
H 2.726704 1.485008 0.385847 -0.216 -0.849 0.098
H -1.178582 0.355318 0.475930 -0.525 0.392 -0.090
H -0.865838 0.905118 2.912958 -0.381 -0.458 -0.365
H -0.108042 2.321682 2.619512 0.426 0.506 -1.322
H -2.167862 3.012466 1.158702 -0.217 -0.222 -0.217
H -2.432451 2.983382 2.861798 0.061 -0.108 0.211
H -3.784536 1.336279 2.790346 -0.054 -0.446 -0.069
H -2.993257 0.396495 1.678441 0.261 -0.011 0.216
H -0.160171 -4.737011 -1.416465 0.135 0.139 0.022
H -0.110399 -4.670237 0.089923 -0.079 -0.541 -0.104
O -0.672509 -4.436809 -0.653035 -0.079 0.040 0.139
H 0.435856 -3.192988 -2.655779 -0.169 -0.574 -0.371
H 1.820806 -2.923238 -2.403410 0.618 -0.431 -0.168
O 1.275564 -3.683968 -2.684502 -0.384 1.144 0.403
H 2.099340 -0.402846 -1.478650 0.150 0.196 -0.571
H 3.089890 -0.402593 -2.740092 -0.083 0.302 0.201
O 2.543134 -0.945897 -2.168872 -0.112 -0.761 0.114
H 2.517277 2.758497 -1.783515 0.427 -0.090 -0.009
H 1.981814 2.338374 -3.116425 0.193 -0.148 -0.183
O 2.818375 2.426395 -2.640422 -0.460 0.083 0.090
H 0.463551 -3.410133 1.025305 0.240 0.279 -0.248
H 1.840603 -2.719339 1.019234 -0.204 -0.033 0.026
O 1.149660 -3.058318 1.604024 0.178 -0.276 -0.005
H -3.159894 0.569943 -1.424794 0.653 -0.171 0.031
H -3.854747 -0.014123 -0.283711 0.176 -0.261 0.419
O -2.977186 -0.038270 -0.689213 -0.692 0.294 -0.602
H -0.241633 -2.213450 2.375788 -0.285 0.724 0.338
H -1.121937 -1.303006 1.564937 -0.091 -0.062 0.003
O -0.948281 -1.537300 2.481574 0.212 -0.473 -0.111
H -1.092050 -0.950959 -2.303569 0.516 -0.151 0.345
H 0.390475 -1.052175 -2.911468 -0.023 0.136 0.595
O -0.514740 -0.754881 -3.044538 -0.495 0.108 -1.041
```
Forces are in eV/Å.

The calculation puts the gap between HOMO and LUMO at 9.8 eV. The multiplicity is 1. The calculation puts the HOMO energy at -9.5297 eV. The energy relative to the best compared isomer or geometry (same formula, charge and spin) comes out at 58.5 kcal/mol. As for the charge: 0. Its SMILES is NCCNC(=O)CN.O.O.O.O.O.O.O.O.



[5]
Density functional theory data (the ωB97M-V functional and the def2-TZVPD basis) for 2 unconnected molecules or ions with the total composition C2H5FN2O3 at a distorted geometry.

Structure (XYZ):
```
13
Properties=species:S:1:pos:R:3:forces:R:3
C 0.156688 0.433318 0.925176 0.101 -0.387 -0.522
C 0.943819 -0.709986 0.378117 3.048 -1.517 -0.957
N 1.311838 -0.731738 -0.797888 -1.209 2.129 -0.772
N -1.696903 -1.674408 -0.213704 0.578 -1.068 0.710
O -2.011977 -2.812502 -0.415692 -0.018 2.842 -0.632
O -1.954771 -0.762266 -1.217413 -1.867 -3.113 -1.309
O -0.387554 1.200711 -0.114063 0.764 0.961 -0.261
F 1.473367 -1.702787 1.199625 -1.188 1.174 0.627
H 0.648414 1.095555 1.575356 1.678 0.531 0.845
H -0.557071 0.042985 1.561206 -2.200 -0.838 0.895
H 1.953414 -1.318384 -1.271306 0.380 -1.167 0.387
H -1.440666 0.021683 -1.100951 1.120 1.194 1.103
H 0.368540 1.770047 -0.405617 -1.188 -0.742 -0.113
```
Forces are in eV/Å.

The calculation puts the gap between HOMO and LUMO at 10.4 eV. The multiplicity is 1. The calculation puts the HOMO energy at -10.0852 eV. The energy relative to the best compared isomer or geometry (same formula, charge and spin) comes out at 6.9 kcal/mol. As for the charge: 0. Its SMILES is [H]/N=C(\F)CO.O=NO.



[6]
Density functional theory data (the ωB97M-V functional and the def2-TZVPD basis) for C2H4N2S in the gas phase at a distorted geometry.

Structure (XYZ):
```
9
Properties=species:S:1:pos:R:3:forces:R:3
C 1.597145 -1.099322 0.016562 -1.373 0.035 0.152
C -0.653499 0.878482 0.000234 -0.814 0.448 0.318
H 0.581692 -1.584202 0.109142 1.301 0.584 -0.243
H 2.489625 -1.719001 -0.032557 -0.044 0.239 0.094
H 1.044342 1.958156 0.114915 -0.289 -0.057 -0.222
H -1.137215 1.914268 0.069886 0.686 -1.431 -0.190
N 1.771051 0.170697 -0.017623 -0.173 -1.083 -0.227
N 0.688508 1.021974 -0.021585 0.069 0.430 0.407
S -1.616077 -0.474555 -0.005482 0.637 0.835 -0.089
```
Forces are in eV/Å.

The calculation puts the gap between HOMO and LUMO at 8.7 eV. The multiplicity is 1. The calculation puts the HOMO energy at -8.5993 eV. The energy relative to the best compared isomer or geometry (same formula, charge and spin) comes out at 32.9 kcal/mol. As for the charge: 0. Its SMILES is C=NNC=S.